No. 1
Formula: C27H38GeN2O6Pt
Source: the Open Molecules 2025 dataset
Level of theory: ωB97M-V/def2-TZVPD

Structure (XYZ):
```
75
Properties=species:S:1:pos:R:3:forces:R:3
Pt 0.6033 -0.4487 1.4643 3.413 -0.398 -3.642
C -1.6299 0.5231 -0.4896 -1.026 0.429 -0.155
C -2.1925 1.1362 0.7641 0.786 2.847 -1.031
C -2.3261 2.6679 0.5682 -0.291 -0.085 -0.343
C -3.5959 0.6211 1.0703 0.322 -0.557 0.698
O -1.0963 1.1424 1.7132 -2.108 -2.842 1.807
Ge -1.4975 -0.5191 2.9593 0.595 0.090 -0.538
O -0.9589 -2.0918 1.6630 -1.541 1.573 2.760
C -0.6971 -3.2348 2.5226 0.458 -1.229 -1.917
C 0.8028 -3.5297 2.4646 0.127 0.048 0.354
C -1.2059 -3.2805 3.9592 -0.073 0.578 0.061
C -1.3957 -4.3556 1.7296 -0.111 -0.096 0.181
O 0.4725 -0.4621 3.5885 -1.430 1.119 -0.380
C 0.7661 0.7832 4.2892 1.707 -0.507 0.650
C -0.4148 1.5538 4.8634 -0.350 -0.181 -0.270
C 1.6430 1.6921 3.4346 -0.168 0.220 -0.100
C 1.6378 0.2890 5.4568 -0.128 0.050 0.142
H -2.2148 0.7652 -1.3864 -0.012 0.173 0.079
H -1.6654 -0.5623 -0.3774 -0.035 -0.025 -0.050
H -0.5590 0.8127 -0.5846 -3.465 0.704 0.544
H -2.9856 2.9209 -0.2691 -0.019 -0.016 0.026
H -1.3395 3.0876 0.3735 0.016 -0.032 -0.029
H -2.7251 3.1258 1.4768 0.022 -0.009 0.017
H -4.2363 0.9186 0.2404 0.019 0.009 -0.030
H -4.0000 1.0472 1.9924 -0.003 0.009 -0.008
H -3.6387 -0.4709 1.1454 -0.018 0.010 -0.019
H 1.3791 -2.8214 3.0633 -0.027 0.068 -0.058
H 1.1422 -3.4700 1.4314 -0.031 0.035 -0.016
H 1.0059 -4.5354 2.8472 -0.038 0.000 0.010
H -0.6979 -2.5601 4.6062 0.008 -0.025 -0.001
H -1.0015 -4.2763 4.3545 0.004 -0.026 -0.037
H -2.2836 -3.1042 4.0128 0.002 -0.047 0.011
H -1.0712 -4.3041 0.6914 0.022 0.040 -0.002
H -2.4801 -4.2184 1.7626 0.001 0.012 -0.018
H -1.1575 -5.3444 2.1343 -0.021 0.017 0.036
H -1.0366 1.9899 4.0787 0.020 -0.011 -0.008
H -0.0255 2.3720 5.4707 0.029 -0.017 0.023
H -1.0375 0.9204 5.5015 0.020 0.010 0.020
H 1.0833 2.1389 2.6113 -0.022 -0.076 -0.031
H 2.4785 1.1310 3.0159 -0.037 -0.031 -0.041
H 2.0333 2.5029 4.0578 -0.022 -0.013 0.030
H 1.0550 -0.3580 6.1178 0.000 -0.012 -0.013
H 2.0309 1.1217 6.0456 -0.024 0.010 0.003
H 2.4737 -0.2877 5.0623 0.002 0.009 -0.027
O 2.4844 -0.3735 1.0261 -0.545 0.115 1.489
O -0.0100 -2.6959 -1.0835 -0.021 0.088 0.095
C 0.2813 -1.5511 -1.3949 0.170 -0.802 0.640
N 0.3430 -1.1627 -2.7094 -0.313 0.000 -0.251
C 0.7663 0.1832 -2.9060 0.013 -0.215 0.058
C 0.9005 0.6195 -1.4230 1.465 -2.245 1.283
O 1.2557 1.7120 -1.0584 -0.132 0.219 -0.005
N 0.5740 -0.4960 -0.5728 2.624 0.545 -2.024
C 2.1165 0.2339 -3.6355 0.006 0.417 0.004
C 2.9737 1.3189 -3.4761 0.019 0.090 -0.036
C 4.1778 1.3778 -4.1620 -0.033 -0.046 -0.016
C 4.5422 0.3563 -5.0270 0.018 0.005 0.006
C 3.6888 -0.7222 -5.2006 -0.004 0.019 -0.009
C 2.4847 -0.7787 -4.5133 -0.009 -0.036 0.020
C -0.2759 1.0309 -3.6421 0.164 0.169 -0.068
C -1.1689 0.4365 -4.5252 -0.032 -0.038 0.021
C -2.0998 1.1981 -5.2175 0.005 0.011 -0.001
C -2.1447 2.5728 -5.0432 -0.017 0.014 0.017
C -1.2479 3.1766 -4.1731 -0.011 -0.061 -0.007
C -0.3184 2.4131 -3.4822 0.038 0.086 -0.051
H 0.1416 -1.8367 -3.4211 0.045 -0.043 0.024
H 2.7043 2.1168 -2.7983 -0.015 -0.043 0.046
H 4.8356 2.2246 -4.0111 0.005 -0.003 0.001
H 5.4859 0.3975 -5.5566 0.000 -0.003 -0.002
H 3.9615 -1.5306 -5.8676 -0.007 0.004 -0.010
H 1.8412 -1.6350 -4.6633 0.012 -0.019 0.031
H -1.1587 -0.6355 -4.6721 -0.016 -0.005 0.035
H -2.7965 0.7111 -5.8887 0.009 0.001 -0.012
H -2.8755 3.1680 -5.5767 0.000 -0.002 -0.003
H -1.2732 4.2488 -4.0225 -0.004 0.002 -0.002
H 0.3693 2.8932 -2.8001 -0.007 -0.044 0.038
```
Forces are in eV/Å.

Properties
Charge ... -1
Energy relative to the best compared isomer or geometry (same formula, charge and spin) ... 0.00 kJ/mol
LUMO energy (spin up / spin down) ... 2.8 / 2.8 eV
<S²> ... 0.763
Multiplicity ... 2

No. 2
Formula: C27H39B2FN2O15
Source: the Open Molecules 2025 dataset
Level of theory: ωB97M-V/def2-TZVPD

Structure (XYZ):
```
86
Properties=species:S:1:pos:R:3:forces:R:3
C 3.9047 -0.1306 -2.2883 0.092 -0.029 -0.217
C 3.0685 1.0337 -1.7645 0.561 -0.882 0.057
O 1.8954 1.1505 -2.5285 0.354 0.675 -0.208
C 1.1198 2.2617 -2.0935 -0.803 -0.939 -0.002
C 0.0309 1.7540 -1.1277 0.540 -0.109 -0.057
C -1.3192 1.6028 -1.7965 -0.303 0.661 0.120
C -2.4343 1.0934 -0.8744 0.421 0.082 0.144
C -2.1433 -0.1731 -0.0505 -0.203 0.553 -0.873
C -2.2614 -1.5139 -0.7602 0.296 0.232 1.048
F -1.5545 -2.3654 0.1224 -0.082 -0.242 0.152
C -1.4148 -1.7424 -2.0629 -3.865 -1.309 0.745
O -0.3507 -1.3431 -2.2894 3.290 1.045 -0.332
N -2.1992 -2.5900 -2.8816 0.667 0.360 -0.503
C -3.5960 -2.2241 -2.6391 0.801 -0.495 1.001
C -3.8130 -0.9401 -3.4180 -0.669 -0.456 -0.958
B -3.6434 -1.2045 -4.9871 -0.156 0.246 0.048
O -3.4349 -2.4487 -5.5315 0.712 0.113 0.222
O -3.7491 -0.1393 -5.8556 -0.591 -0.128 -0.045
C -3.6570 -2.1751 -1.0550 0.521 0.046 -1.391
O -3.4981 -3.5583 -0.7235 -0.979 0.424 0.032
C -4.2036 -3.9552 0.4260 0.606 -1.122 0.624
C -3.6861 -5.3308 0.8621 0.370 0.372 -0.745
C -2.2004 -5.5067 0.6075 0.199 -0.511 0.400
O -4.4055 -6.2935 0.0948 0.114 -0.219 0.412
B -5.0314 -1.4405 -0.6393 -0.636 -0.174 0.759
N -5.2705 -0.6420 0.5767 0.863 -0.224 -0.271
O -6.1106 -1.6133 -1.4752 0.805 0.346 -0.876
H 4.2344 -0.7899 -1.4958 -0.025 -0.126 0.213
H 4.8042 0.1924 -2.8069 -0.001 0.166 -0.138
H 3.3159 -0.7142 -2.9871 -0.158 -0.108 -0.075
H 3.6726 1.9436 -1.8166 -0.185 0.261 0.118
H 2.8248 0.8209 -0.7169 -0.141 0.289 0.144
H 1.7540 3.0101 -1.6247 0.065 0.232 -0.094
H 0.6314 2.6431 -2.9891 0.153 0.378 -0.054
H -0.0284 2.3821 -0.2408 -0.185 0.168 0.099
H 0.3917 0.7866 -0.7943 0.022 -0.191 0.165
H -1.6179 2.6111 -2.0977 -0.151 0.066 -0.145
H -1.2356 1.0552 -2.7293 0.129 -0.398 -0.037
H -2.6076 1.8897 -0.1491 -0.080 0.109 0.109
H -3.3578 1.0218 -1.4487 -0.169 -0.153 0.027
H -2.7797 -0.1246 0.8234 -0.172 -0.427 0.155
H -1.1354 -0.1326 0.3431 0.290 0.077 -0.085
H -1.9447 -3.5633 -2.7792 -0.165 -0.042 -0.158
H -4.2089 -3.0554 -2.9622 -0.387 0.161 -0.140
H -4.8141 -0.5175 -3.3123 -0.076 0.025 0.316
H -3.1047 -0.1497 -3.1733 0.123 -0.032 0.171
H -2.5206 -2.5033 -5.8446 -0.277 -0.336 -0.190
H -4.4630 0.4444 -5.5722 0.493 0.367 0.011
H -4.0187 -3.2950 1.2760 -0.077 0.384 -0.076
H -5.2712 -4.0965 0.2432 -0.174 0.403 -0.070
H -3.8459 -5.4428 1.9385 -0.390 -0.112 0.023
H -1.5899 -4.8036 1.1608 0.041 0.335 -0.025
H -1.9037 -6.4959 0.9664 -0.030 -0.108 0.072
H -1.9512 -5.4765 -0.4447 -0.067 0.265 -0.203
H -3.8948 -7.1092 0.1663 -0.270 -0.049 -0.161
H -4.8888 0.2971 0.4703 -0.374 0.127 0.113
H -4.6784 -1.0590 1.2942 -0.031 0.263 0.147
H -6.4780 -0.7586 -1.7365 -0.629 -0.281 0.471
O 1.7886 6.3094 5.5733 0.242 -0.121 0.051
C 1.4738 5.4202 4.8050 -0.464 0.218 -0.156
C 0.2281 5.4213 4.0464 0.141 0.122 0.169
C -0.0601 4.4011 3.2305 -0.275 0.361 0.055
O -1.1808 4.3517 2.5127 0.172 -0.311 -0.086
C 0.8684 3.2345 3.0696 0.589 -0.235 0.174
O 0.5409 2.3296 2.3244 -0.329 0.130 -0.104
C 2.1235 3.2429 3.8086 -0.102 -0.146 -0.114
C 2.4134 4.2653 4.6218 0.205 -0.338 -0.097
O 3.5474 4.3254 5.3184 -0.180 0.313 0.086
H -0.4337 6.2665 4.1728 -0.014 -0.013 -0.007
H -1.1402 3.5120 2.0138 -0.010 0.032 0.023
H 2.7928 2.4043 3.6679 -0.006 0.008 -0.025
H 3.5074 5.1605 5.8247 0.025 -0.052 -0.007
O 9.3159 0.4276 1.5065 0.056 0.230 0.189
C 8.1198 0.4836 1.7185 -0.160 -0.480 -0.342
C 7.1578 -0.4444 1.1379 0.263 0.087 0.019
C 5.8531 -0.3109 1.4040 0.144 -0.322 -0.268
O 4.9330 -1.1299 0.9025 -0.178 0.293 0.298
C 5.3370 0.7827 2.2931 0.208 0.456 0.332
O 4.1357 0.8589 2.4804 -0.051 -0.253 -0.160
C 6.2990 1.6960 2.8919 -0.281 -0.060 -0.025
C 7.6049 1.5609 2.6284 -0.165 0.327 0.278
O 8.5248 2.3656 3.1496 0.188 -0.250 -0.226
H 7.5408 -1.2263 0.4975 -0.025 -0.002 -0.009
H 4.0764 -0.8086 1.2486 -0.023 -0.078 -0.062
H 5.9166 2.4691 3.5441 0.030 0.015 0.003
H 9.3834 2.0551 2.7994 -0.025 0.041 0.025
```
Forces are in eV/Å.

Properties
Charge ... 0
SMILES ... CCOCCCCC[C@]1(F)C(=O)N[C@H](CB(O)O)[C@]1(OC[C@H](C)O)B(N)O.O=C1C=C(O)C(=O)C=C1O.O=C1C=C(O)C(=O)C=C1O
LUMO energy ... -1.6 eV

No. 3
Formula: C27H39BCeCl3N6S3Si
Source: the Open Molecules 2025 dataset
Level of theory: ωB97M-V/def2-TZVPD

Structure (XYZ):
```
81
Properties=species:S:1:pos:R:3:forces:R:3
Ce -0.0411 -0.5172 -0.1540 0.155 1.024 0.140
C 5.1395 -0.0913 2.2830 -0.094 0.024 0.051
C 3.7814 0.0994 2.8752 0.127 -0.050 -0.164
C 3.6070 0.4248 4.1870 0.055 0.050 0.115
C 2.3240 0.6168 4.7679 -0.008 -0.032 0.072
N 1.3297 0.3889 3.9576 -0.188 -0.083 -0.291
N 1.4570 0.0982 2.6443 -0.282 0.073 0.185
B 0.0028 0.3325 3.1945 -0.018 0.098 0.078
N -0.7189 1.6579 3.0736 0.200 -0.380 0.067
N -1.4541 1.7605 4.2090 -0.004 0.118 -0.106
C -2.1509 2.8441 4.3819 -0.088 0.085 0.025
C -2.1060 3.8881 3.4146 -0.073 0.081 0.125
C -1.3537 3.7869 2.2916 0.061 0.108 -0.197
C -1.2872 4.8757 1.2661 -0.008 -0.067 0.049
C -0.6321 2.5634 2.0956 -0.003 0.168 -0.127
S 0.2949 2.3027 0.6797 -0.093 -0.271 0.041
C -2.9939 2.9813 5.6360 0.024 0.030 -0.067
C -2.5056 4.2156 6.4112 0.007 0.021 0.026
C -2.8701 1.7433 6.5176 0.032 -0.060 0.071
C -4.4606 3.1721 5.2173 -0.021 -0.001 -0.004
N -0.8752 -0.9023 3.3952 0.447 0.218 0.021
N -0.3632 -1.7034 4.3513 -0.166 -0.095 -0.130
C -0.9981 -2.8083 4.6341 0.086 -0.012 0.126
C -2.2162 -3.1203 3.9829 -0.049 -0.105 0.145
C -2.7251 -2.3210 3.0083 -0.139 -0.034 -0.078
C -3.9921 -2.6571 2.2861 0.060 0.046 0.012
C -1.9658 -1.1690 2.6606 -0.123 0.061 -0.131
S -2.4179 -0.1708 1.3180 0.095 -0.087 0.219
C -0.3921 -3.6919 5.7198 -0.015 -0.016 -0.117
C -0.8480 -5.1463 5.5599 0.030 -0.028 -0.026
C 1.1366 -3.6329 5.6352 0.037 0.039 0.034
C -0.8666 -3.1607 7.0803 -0.056 0.034 0.023
C 2.6194 -0.0443 2.0129 0.194 -0.011 -0.061
S 2.7709 -0.3641 0.3584 -0.126 0.077 0.190
C 2.0471 1.0936 6.1797 0.060 -0.059 -0.062
C 3.3149 1.0404 7.0326 0.026 -0.010 0.043
C 1.5629 2.5508 6.0761 -0.037 0.023 -0.009
C 0.9621 0.2156 6.8102 -0.040 0.036 0.012
H 5.9149 0.0070 3.0382 -0.014 0.010 0.011
H 5.2138 -1.0740 1.8143 -0.016 0.004 0.005
H 5.3096 0.6450 1.4945 -0.010 -0.012 0.007
H 4.4764 0.5483 4.8163 -0.005 0.010 0.001
H -2.6824 4.7885 3.5858 -0.005 -0.033 0.011
H -1.8363 5.7527 1.6012 -0.005 -0.013 0.010
H -0.2533 5.1576 1.0645 0.000 -0.014 0.019
H -1.7102 4.5343 0.3200 0.006 -0.014 0.008
H -1.4491 4.1255 6.6762 -0.033 -0.008 -0.005
H -2.6397 5.1396 5.8458 0.007 -0.028 0.006
H -3.0759 4.3152 7.3357 0.001 -0.016 -0.027
H -1.8448 1.5974 6.8661 -0.050 0.024 -0.022
H -3.5100 1.8684 7.3913 0.012 -0.019 0.001
H -3.1810 0.8379 5.9929 -0.006 0.031 -0.002
H -4.6073 4.0689 4.6120 0.023 -0.027 0.018
H -4.8261 2.3130 4.6502 0.021 0.015 0.021
H -5.0810 3.2773 6.1085 0.027 -0.007 -0.018
H -2.7467 -4.0210 4.2584 0.010 -0.007 -0.003
H -4.4784 -3.5128 2.7495 0.012 0.010 -0.003
H -4.6807 -1.8117 2.2874 0.018 0.009 0.007
H -3.7834 -2.8954 1.2416 0.023 0.013 0.002
H -0.6212 -5.5426 4.5670 -0.001 0.039 0.015
H -0.3206 -5.7636 6.2872 -0.012 0.013 -0.003
H -1.9144 -5.2724 5.7528 0.016 0.003 0.005
H 1.4927 -3.9675 4.6584 -0.016 -0.004 0.015
H 1.5065 -2.6208 5.8062 -0.012 -0.086 -0.039
H 1.5656 -4.2857 6.3961 -0.013 0.012 -0.015
H -1.9530 -3.2280 7.1754 0.022 0.011 -0.007
H -0.4256 -3.7565 7.8811 -0.006 0.004 -0.023
H -0.5740 -2.1194 7.2245 -0.008 -0.034 -0.009
H 4.0903 1.7180 6.6704 -0.026 -0.009 -0.003
H 3.0605 1.3561 8.0443 0.019 -0.004 -0.010
H 3.7275 0.0313 7.0999 -0.024 0.014 -0.030
H 2.3054 3.1879 5.5903 -0.024 -0.020 0.008
H 0.6202 2.6184 5.5276 0.052 -0.010 0.020
H 1.3978 2.9367 7.0829 0.000 0.003 -0.016
H 1.2963 -0.8197 6.8941 -0.007 0.079 0.016
H 0.7471 0.5858 7.8136 0.001 -0.003 -0.013
H 0.0361 0.2351 6.2320 0.030 0.006 0.026
Cl 0.1461 -2.7895 0.8866 0.023 -0.562 0.080
Si -0.3851 -2.2756 -2.6463 -0.098 -0.377 -0.286
Cl 0.9138 -3.4167 -3.6682 -0.029 0.007 -0.031
Cl -2.2631 -2.9431 -2.9857 0.024 -0.030 -0.053
```
Forces are in eV/Å.

Properties
Charge ... +2
LUMO energy (spin up / spin down) ... -6.4 / -6.4 eV
<S²> ... 0.751
Multiplicity ... 2